DFT (the ωB97M-V functional and the def2-TZVPD basis) results for a 15-piece molecular cluster, C57H82F8N2O41 overall.

Last column: Mulliken charge in e.
CARTESIAN COORDINATES (ANGSTROEM)
C: -5.215 8.506 0.584  -1.716
C: -5.019 9.681 1.585  1.625
C: -5.503 9.299 3.051  -1.340
C: -4.612 8.367 3.818  -0.623
C: -3.281 9.127 3.888  -1.330
C: -2.662 9.437 2.546  1.621
N: -3.640 10.023 1.556  0.171
O: -3.118 10.380 0.314  -0.397
C: -1.516 10.441 2.820  -1.910
C: -1.947 8.179 2.062  -1.806
C: -5.959 10.862 1.135  -1.942
H: -4.717 7.558 0.783  0.317
H: -4.750 8.716 -0.380  0.426
H: -6.240 8.226 0.338  0.423
H: -5.848 10.181 3.590  0.400
H: -6.479 8.826 2.942  0.489
H: -4.535 7.411 3.300  0.306
H: -5.039 8.085 4.780  0.381
H: -2.648 8.730 4.682  0.466
H: -3.534 10.101 4.306  0.433
H: -1.857 11.414 3.172  0.418
H: -0.782 10.125 3.562  0.388
H: -0.996 10.635 1.882  0.412
H: -2.540 7.285 1.865  0.282
H: -1.660 8.337 1.023  0.486
H: -1.063 7.976 2.666  0.422
H: -5.693 11.042 0.093  0.437
H: -5.697 11.810 1.604  0.443
H: -7.021 10.617 1.175  0.365
H: -2.818 9.520 0.012  0.353
C: 2.683 -1.475 -0.613  -1.628
C: 1.288 -1.695 -1.246  1.720
C: 0.395 -2.495 -0.231  -1.297
C: -0.112 -1.721 0.981  -0.586
C: -0.829 -0.470 0.607  -1.145
C: -0.067 0.464 -0.381  1.661
N: 0.636 -0.406 -1.471  0.061
O: 1.354 0.428 -2.352  -0.432
C: -0.943 1.422 -1.241  -2.017
C: 0.869 1.426 0.404  -1.739
C: 1.347 -2.338 -2.581  -2.042
H: 3.301 -0.788 -1.192  0.417
H: 3.239 -2.408 -0.529  0.407
H: 2.620 -1.070 0.397  0.300
H: -0.490 -2.910 -0.713  0.403
H: 0.944 -3.397 0.042  0.441
H: 0.681 -1.422 1.667  0.282
H: -0.797 -2.388 1.505  0.387
H: -1.194 0.122 1.446  0.480
H: -1.714 -0.812 0.069  0.321
H: -1.638 0.835 -1.840  0.434
H: -1.460 2.116 -0.578  0.450
H: -0.390 2.091 -1.900  0.398
H: 1.909 1.214 0.654  0.318
H: 0.804 2.462 0.074  0.438
H: 0.455 1.571 1.402  0.422
H: 0.351 -2.658 -2.885  0.414
H: 1.903 -3.275 -2.539  0.414
H: 1.889 -1.802 -3.359  0.353
H: 2.121 0.615 -1.805  0.366
C: 4.552 1.100 -8.679  -0.227
C: 5.612 2.118 -8.926  -0.304
O: 5.234 2.746 -10.087  -0.320
C: 3.965 2.579 -10.302  0.687
O: 3.251 3.161 -11.064  -0.533
O: 3.514 1.652 -9.444  -0.325
H: 4.187 1.125 -7.653  0.249
H: 4.876 0.126 -9.044  0.250
H: 6.601 1.675 -9.041  0.289
H: 5.615 2.784 -8.063  0.235
C: 7.905 -6.609 -2.372  -0.284
C: 7.321 -7.149 -3.672  -0.297
O: 7.465 -8.596 -3.413  -0.326
C: 7.411 -8.828 -2.078  0.677
O: 7.350 -9.907 -1.485  -0.550
O: 7.703 -7.658 -1.433  -0.310
H: 7.380 -5.681 -2.145  0.282
H: 8.971 -6.379 -2.343  0.260
H: 7.891 -6.765 -4.518  0.279
H: 6.294 -6.883 -3.921  0.268
C: 4.933 4.441 7.587  -0.251
C: 3.727 4.462 6.604  -0.201
O: 4.242 5.256 5.574  -0.328
C: 5.503 5.657 5.832  0.715
O: 6.140 6.285 5.006  -0.565
O: 5.869 5.285 7.045  -0.332
H: 5.400 3.467 7.733  0.248
H: 4.761 4.876 8.571  0.246
H: 2.834 4.938 7.009  0.226
H: 3.430 3.538 6.109  0.242
C: -6.196 -7.552 1.177  -0.295
C: -5.949 -6.601 0.032  -0.344
O: -6.238 -5.351 0.550  -0.273
C: -6.186 -5.431 1.824  0.701
O: -6.321 -4.459 2.553  -0.601
O: -5.892 -6.663 2.253  -0.307
H: -5.565 -8.440 1.142  0.308
H: -7.251 -7.827 1.165  0.267
H: -6.559 -6.970 -0.793  0.275
H: -4.967 -6.500 -0.430  0.268
C: 6.610 -7.694 4.266  -0.262
C: 6.542 -9.204 4.543  -0.250
O: 5.267 -9.485 4.156  -0.309
C: 4.534 -8.391 3.933  0.652
O: 3.332 -8.411 3.767  -0.553
O: 5.276 -7.239 4.112  -0.295
H: 7.287 -7.584 3.419  0.241
H: 7.011 -7.216 5.160  0.276
H: 6.693 -9.362 5.611  0.226
H: 7.217 -9.807 3.935  0.274
C: 1.050 -10.831 -1.323  -0.226
C: 0.038 -9.699 -1.464  0.257
O: -1.177 -10.340 -1.781  -0.303
C: -1.011 -11.559 -2.194  0.689
O: -1.877 -12.228 -2.738  -0.533
O: 0.335 -11.926 -1.961  -0.348
F: 0.354 -8.727 -2.390  -0.277
H: 1.446 -10.990 -0.321  0.290
H: 1.877 -10.564 -1.980  0.235
H: -0.085 -9.186 -0.510  0.216
C: -7.946 0.865 -1.553  -0.374
C: -7.748 2.364 -1.742  0.305
O: -9.061 2.787 -2.080  -0.317
C: -9.824 1.659 -2.453  0.628
O: -11.003 1.664 -2.770  -0.537
O: -9.104 0.552 -2.324  -0.285
F: -6.980 2.676 -2.827  -0.289
H: -8.067 0.742 -0.477  0.296
H: -7.099 0.310 -1.957  0.307
H: -7.305 2.898 -0.901  0.265
C: 10.843 -1.013 3.687  -0.400
C: 10.244 -1.854 2.554  0.274
O: 8.870 -1.587 2.626  -0.282
C: 8.638 -0.929 3.804  0.615
O: 7.538 -0.694 4.209  -0.518
O: 9.763 -0.597 4.439  -0.294
F: 10.403 -3.111 2.921  -0.285
H: 11.230 -0.133 3.173  0.306
H: 11.587 -1.643 4.173  0.292
H: 10.641 -1.690 1.552  0.291
C: 2.458 -6.691 -10.055  -0.386
C: 2.752 -6.007 -8.743  0.292
O: 2.440 -7.046 -7.861  -0.282
C: 2.805 -8.189 -8.411  0.732
O: 3.052 -9.231 -7.832  -0.550
O: 2.944 -7.982 -9.688  -0.347
F: 1.781 -5.089 -8.674  -0.274
H: 3.085 -6.299 -10.856  0.257
H: 1.403 -6.802 -10.306  0.275
H: 3.685 -5.451 -8.645  0.283
C: -3.443 -1.664 7.945  -0.368
C: -4.685 -1.956 8.813  0.280
O: -4.288 -3.076 9.566  -0.274
C: -3.383 -3.730 8.860  0.661
O: -3.022 -4.889 9.123  -0.559
O: -2.862 -2.940 7.872  -0.301
F: -5.747 -2.304 7.949  -0.284
H: -2.715 -0.980 8.382  0.276
H: -3.703 -1.274 6.961  0.290
H: -5.012 -1.111 9.419  0.281
C: -10.912 2.841 4.219  -0.357
C: -10.635 2.602 5.678  0.281
O: -9.267 2.631 5.784  -0.305
C: -8.655 2.438 4.597  0.659
O: -7.447 2.500 4.380  -0.532
O: -9.650 2.537 3.594  -0.303
F: -11.091 1.332 5.898  -0.299
H: -11.061 3.919 4.147  0.279
H: -11.738 2.247 3.826  0.296
H: -11.128 3.208 6.439  0.281
C: -2.242 -0.726 -7.166  -0.357
C: -3.160 0.432 -7.098  0.320
O: -4.239 -0.057 -6.337  -0.283
C: -4.110 -1.393 -6.171  0.636
O: -4.783 -2.176 -5.461  -0.558
O: -3.064 -1.817 -6.935  -0.304
F: -3.532 0.662 -8.387  -0.291
H: -1.420 -0.570 -6.468  0.221
H: -1.708 -0.765 -8.115  0.299
H: -2.725 1.333 -6.664  0.318
C: 6.083 6.383 -1.023  -0.413
C: 5.953 6.431 -2.515  0.338
O: 5.082 7.483 -2.654  -0.319
C: 5.061 8.281 -1.573  0.713
O: 4.489 9.340 -1.494  -0.548
O: 5.804 7.756 -0.676  -0.303
F: 5.429 5.296 -2.981  -0.268
H: 7.077 6.141 -0.647  0.249
H: 5.299 5.743 -0.618  0.277
H: 6.834 6.704 -3.095  0.273

Summary:
Electronic energy   -6214.24065 Ha
Highest occupied orbital energy   -0.2964 hartree
Max |F|   5.5 eV Å⁻¹

***

DFT (the ωB97M-V functional and the def2-TZVPD basis) results for one molecule with the formula C5H10N2S.

Last column: Mulliken charge in e.
CARTESIAN COORDINATES (ANGSTROEM)
N: -1.860 -0.434 -0.566  -0.650
C: -0.828 -0.363 0.446  -0.142
C: 0.062 -1.671 0.343  -1.016
S: 1.725 -1.241 -0.448  -0.181
C: 0.902 0.179 -1.088  -0.207
C: 0.606 1.678 -0.867  -0.826
C: 0.197 0.727 0.176  0.649
N: 0.954 0.919 1.391  -0.695
H: -2.438 -1.262 -0.389  0.238
H: -2.450 0.377 -0.469  0.241
H: -1.199 -0.280 1.494  0.443
H: 0.260 -2.140 1.308  0.369
H: -0.422 -2.419 -0.272  0.496
H: 0.161 -0.139 -1.801  0.290
H: 1.326 2.440 -0.566  0.235
H: -0.067 2.070 -1.611  0.233
H: 1.726 1.532 1.225  0.225
H: 1.344 0.027 1.693  0.298

Summary:
Electronic energy   -704.11356 Ha
Highest occupied orbital energy   -0.3082 hartree
ΔE to the lowest compared entry with this formula, charge and spin   3.000 eV
Max |F|   1.0 eV Å⁻¹

***

DFT (the ωB97M-V functional and the def2-TZVPD basis) results for one molecule with the formula C18H23F3N4OS2.

Last column: Mulliken charge in e.
CARTESIAN COORDINATES (ANGSTROEM)
C: -0.636 2.335 5.072  -1.203
C: 0.884 2.241 5.178  -0.657
N: 1.572 2.382 3.901  0.991
C: 2.979 2.023 4.029  -0.800
C: 3.210 0.515 4.058  -0.998
C: 1.407 3.713 3.331  -0.876
C: 1.586 3.742 1.810  -0.786
C: 0.505 2.958 1.070  -0.840
N: 0.559 1.555 1.398  -0.044
C: -0.510 0.850 1.780  0.761
O: -1.650 1.272 1.780  -0.782
C: -0.201 -0.560 2.272  -0.759
S: 1.147 -1.387 1.374  -0.278
C: 0.482 -1.382 -0.231  0.171
N: -0.699 -0.819 -0.402  -0.109
C: -1.220 -0.826 -1.628  0.676
C: -2.503 -0.207 -1.794  0.540
C: -3.222 0.490 -0.852  -0.438
C: -4.447 0.962 -1.349  -0.666
C: -4.654 0.622 -2.652  -0.367
S: -3.357 -0.277 -3.311  -0.197
C: -0.521 -1.421 -2.696  -0.765
C: 0.710 -1.963 -2.387  -0.220
C: 1.574 -2.624 -3.438  0.817
F: 1.047 -2.515 -4.668  -0.282
F: 2.797 -2.085 -3.500  -0.267
F: 1.733 -3.933 -3.208  -0.266
N: 1.229 -1.953 -1.168  -0.555
H: -0.994 1.793 4.202  0.139
H: -1.086 1.902 5.961  0.426
H: -0.976 3.365 4.999  0.377
H: 1.137 1.252 5.565  0.349
H: 1.248 2.986 5.910  0.306
H: 3.515 2.431 3.170  0.354
H: 3.420 2.477 4.935  0.366
H: 2.778 0.039 3.182  0.019
H: 2.778 0.058 4.944  0.315
H: 4.279 0.315 4.066  0.442
H: 0.395 4.052 3.549  0.356
H: 2.109 4.433 3.789  0.285
H: 2.564 3.344 1.532  0.307
H: 1.547 4.781 1.481  0.424
H: 0.639 3.087 -0.012  0.329
H: -0.492 3.312 1.340  0.434
H: 1.476 1.153 1.524  0.243
H: 0.131 -0.508 3.310  0.227
H: -1.100 -1.171 2.202  0.550
H: -2.860 0.664 0.145  0.519
H: -5.148 1.530 -0.764  0.418
H: -5.500 0.849 -3.271  0.461
H: -0.925 -1.443 -3.694  0.556

Summary:
Electronic energy   -2089.98328 Ha
Highest occupied orbital energy   -0.3112 hartree
Max |F|   1.1 eV Å⁻¹